1:
{"formula": "C6H13NOSi", "method": "ωB97M-V/def2-TZVPD", "orbital_gap_ev": 9.7, "spin_multiplicity": 1, "elements": ["C", "C", "N", "C", "O", "Si", "C", "C", "C", "H", "H", "H", "H", "H", "H", "H", "H", "H", "H", "H", "H", "H"], "xyz": [[-1.1438, 2.0719, 2.1957], [-0.4622, 1.1951, 1.4999], [-0.6746, 0.8630, 0.1600], [-1.5067, 1.3734, -0.7601], [-1.6924, 0.8637, -1.7985], [0.4183, -0.4606, -0.3813], [1.2044, -1.6344, 0.8989], [-0.7415, -1.7831, -1.1913], [1.6649, 0.3352, -1.4667], [-0.9878, 2.2188, 3.2853], [-2.0165, 2.5566, 1.9638], [0.4087, 0.6564, 1.9888], [-2.0665, 2.2988, -0.3532], [1.5722, -2.4696, 0.3534], [2.1998, -1.1885, 1.0822], [0.8067, -1.8242, 1.8769], [-1.7953, -1.7487, -0.9251], [-0.7641, -1.5492, -2.1769], [-0.3672, -2.9011, -1.0800], [2.1326, -0.5135, -2.0313], [1.2293, 0.9677, -2.1689], [2.5817, 0.6723, -0.9715]], "mulliken_charge": [-1.172, 0.451, 0.249, -0.015, -0.455, 0.368, -1.334, -1.110, -1.076, 0.228, 0.327, 0.186, 0.176, 0.448, 0.366, 0.317, 0.336, 0.425, 0.229, 0.321, 0.387, 0.349]}


2:
{"formula": "C6H13NOSi", "method": "ωB97M-V/def2-TZVPD", "orbital_gap_ev": [6.5, 9.7], "spin_multiplicity": 1, "elements": ["C", "C", "C", "C", "C", "C", "N", "O", "Si", "H", "H", "H", "H", "H", "H", "H", "H", "H", "H", "H", "H", "H"], "xyz": [[3.8731, -0.7576, -0.5341], [3.2562, 0.4531, 0.3782], [0.9905, 0.7217, -0.1318], [-0.6810, -1.8052, 0.9203], [-1.8669, -0.0731, -1.6006], [-1.7532, 1.2146, 1.2155], [4.0514, -0.5861, -1.7295], [1.9257, 0.2213, 0.5557], [-0.7932, 0.0282, 0.0078], [3.8550, -1.5545, 0.1076], [3.7361, 0.4181, 1.3503], [3.5901, 1.4361, -0.0332], [1.4116, 1.3899, -0.9984], [-1.7467, -2.2190, 0.8806], [-0.0399, -2.4612, 0.2713], [-0.3585, -1.8704, 1.9178], [-1.3540, 0.4192, -2.3824], [-2.2479, -1.0083, -2.0275], [-2.7153, 0.5353, -1.5576], [-2.4633, 1.8955, 0.6339], [-2.2366, 0.6370, 1.9336], [-0.9387, 1.8118, 1.8010]], "mulliken_charge": [0.138, -0.572, -0.357, -1.085, -1.315, -1.080, -0.517, -0.186, 0.632, 0.390, 0.303, 0.388, 0.288, 0.271, 0.276, 0.369, 0.388, 0.351, 0.413, 0.278, 0.377, 0.248]}


The energy of each structure relative to the most stable one, in hartree, is as follows: 1 0.0000; 2 0.1606.


1:
{"formula": "C9H13NO2", "method": "ωB97M-V/def2-TZVPD", "orbital_gap_ev": 8.7, "spin_multiplicity": 1, "elements": ["C", "C", "C", "C", "C", "O", "C", "C", "H", "H", "H", "H", "H", "H", "H", "H", "C", "C", "N", "O", "H", "H", "H", "H", "H"], "xyz": [[-1.9105, 1.8123, -2.4010], [-0.7098, 1.0664, -1.9571], [0.4247, 1.6741, -1.3576], [1.4496, 0.8969, -0.8752], [1.2670, -0.4817, -0.7474], [2.2075, -1.2581, -0.0939], [0.1544, -1.0912, -1.2624], [-0.8145, -0.3314, -1.9044], [-2.2536, 1.3698, -3.3609], [-1.7126, 2.8450, -2.7051], [-2.7846, 1.6447, -1.7697], [0.5943, 2.7074, -1.1621], [2.4569, 1.2438, -0.6816], [2.4442, -0.8005, 0.7179], [0.2446, -2.1559, -1.3466], [-1.5581, -0.9836, -2.3524], [-0.9211, 0.4388, 3.3234], [-0.3102, -0.5108, 2.2702], [-1.0005, -1.7034, 2.0463], [0.7683, -0.3550, 1.7542], [-1.8624, -0.0237, 3.5656], [-1.0169, 1.3836, 2.7726], [-0.3431, 0.6843, 4.2026], [-0.5975, -2.5084, 1.6099], [-1.9173, -1.8084, 2.4490]], "mulliken_charge": [-1.260, 0.753, -0.711, -0.234, 0.254, -0.591, -0.461, -0.588, 0.343, 0.367, 0.268, 0.378, 0.383, 0.388, 0.441, 0.305, -0.987, 0.655, -0.371, -0.562, 0.329, 0.236, 0.284, 0.228, 0.150]}


2:
{"formula": "C9H13NO2", "method": "ωB97M-V/def2-TZVPD", "orbital_gap_ev": 9.6, "spin_multiplicity": 1, "elements": ["C", "C", "C", "O", "C", "C", "H", "H", "H", "H", "H", "H", "C", "C", "C", "O", "N", "C", "H", "H", "H", "H", "H", "H", "H"], "xyz": [[2.7521, -2.0472, -0.9755], [2.0414, -1.1431, -0.2862], [2.4954, 0.2793, -0.1262], [3.5839, 0.6439, -0.5405], [1.5278, 1.2980, 0.3985], [1.8624, 2.5772, 0.4715], [2.4079, -3.0724, -1.0688], [3.6792, -1.7834, -1.4710], [1.1708, -1.4679, 0.2698], [0.5283, 0.9407, 0.7002], [2.8743, 2.8750, 0.2230], [1.1961, 3.3303, 0.8592], [-1.5894, -0.3092, 1.9571], [-1.1028, -1.1561, 1.0703], [-1.7504, -1.3951, -0.2427], [-2.7224, -0.4157, -0.5913], [-2.1192, 0.7589, -1.0327], [-3.0339, 1.6188, -1.3290], [-2.5199, 0.2420, 1.7548], [-0.9779, -0.1074, 2.8449], [-0.2360, -1.7670, 1.3048], [-2.3115, -2.3377, -0.2575], [-0.9833, -1.4957, -1.0353], [-2.6922, 2.5796, -1.7175], [-4.0807, 1.3544, -1.1799]], "mulliken_charge": [-0.883, 0.029, 0.852, -0.606, 0.004, -0.853, 0.295, 0.318, 0.002, 0.118, 0.308, 0.307, -0.749, -0.366, -0.119, -0.167, -0.360, -0.376, 0.263, 0.290, 0.527, 0.318, 0.264, 0.282, 0.302]}


The energy of each structure relative to the most stable one, in hartree, is as follows: 1 0.0000; 2 0.1563.


1:
{"formula": "C9H13NO2", "method": "ωB97M-V/def2-TZVPD", "orbital_gap_ev": 9.4, "spin_multiplicity": 1, "elements": ["C", "C", "C", "C", "C", "O", "C", "C", "H", "H", "H", "H", "H", "H", "H", "H", "C", "C", "N", "O", "H", "H", "H", "H", "H"], "xyz": [[-0.6219, 2.2868, -1.8421], [-0.5489, 1.6259, -0.5004], [-1.6948, 1.1812, 0.1897], [-1.6412, 0.6709, 1.4752], [-0.3784, 0.4463, 2.0567], [-0.3381, -0.1748, 3.2653], [0.7809, 0.9013, 1.4114], [0.6597, 1.3478, 0.0942], [-0.3651, 3.3503, -1.8048], [-1.6419, 2.2604, -2.1989], [0.0637, 1.8273, -2.5526], [-2.6336, 1.3566, -0.3259], [-2.5232, 0.5062, 2.0770], [0.5415, -0.5042, 3.3795], [1.6857, 0.7461, 1.9892], [1.6079, 1.6810, -0.3250], [1.8515, -1.9522, -0.7778], [0.5966, -2.7566, -0.8893], [-0.5531, -2.0721, -0.5528], [0.5217, -3.9001, -1.2991], [1.7082, -0.8838, -0.9057], [2.6083, -2.2958, -1.4784], [2.2631, -2.0855, 0.2192], [-1.4933, -2.4242, -0.5348], [-0.4553, -1.1387, -0.1697]], "mulliken_charge": [-1.381, 0.850, -0.600, -0.576, 0.696, -0.540, -0.341, -0.813, 0.287, 0.386, 0.331, 0.298, 0.411, 0.286, 0.320, 0.404, -0.750, 0.586, -0.324, -0.635, 0.167, 0.341, 0.223, 0.178, 0.194]}


2:
{"formula": "C9H13NO2", "method": "ωB97M-V/def2-TZVPD", "orbital_gap_ev": 8.5, "spin_multiplicity": 1, "elements": ["C", "C", "C", "C", "C", "O", "C", "C", "H", "H", "H", "H", "H", "H", "H", "H", "C", "C", "N", "O", "H", "H", "H", "H", "H"], "xyz": [[1.2279, -2.6038, -2.6245], [1.1370, -1.2452, -1.9412], [0.5931, -1.1676, -0.6624], [0.2763, 0.1554, -0.1058], [0.2572, 1.2931, -0.9036], [-0.0091, 2.5421, -0.6632], [0.9262, 1.1828, -2.2096], [1.3335, -0.0053, -2.6197], [1.9906, -3.2220, -2.1585], [1.4783, -2.5258, -3.7486], [0.1606, -2.9364, -2.5024], [0.2472, -1.8897, -0.0481], [0.1997, 0.2790, 0.9224], [-0.4429, 2.7375, 0.1986], [1.3735, 2.0742, -2.6995], [2.0270, -0.0028, -3.4883], [-0.7714, 0.6804, 3.7181], [-1.5535, 1.1646, 2.5378], [-2.1094, 0.0670, 1.7564], [-1.7457, 2.2624, 2.0151], [0.1460, 1.2556, 3.8132], [-0.6629, -0.3324, 3.7419], [-1.3673, 0.9388, 4.5922], [-2.5108, 0.1766, 0.8752], [-2.2011, -0.8788, 2.2046]], "mulliken_charge": [-1.118, 0.466, -0.678, -0.674, 0.634, -0.478, -0.547, -0.373, 0.286, 0.299, 0.293, 0.476, 0.561, 0.337, 0.280, 0.242, -1.213, 0.803, -0.394, -0.666, 0.290, 0.390, 0.376, 0.225, 0.184]}


The energy of each structure relative to the most stable one, in hartree, is as follows: 1 0.0000; 2 0.0648.


1:
{"formula": "C3H4N2S2", "method": "ωB97M-V/def2-TZVPD", "orbital_gap_ev": 9.4, "spin_multiplicity": 1, "elements": ["N", "C", "C", "S", "C", "N", "S", "H", "H", "H", "H"], "xyz": [[-2.8513, -1.2032, -0.7238], [-2.1900, -0.3741, -0.2814], [-1.4059, 0.7272, 0.2960], [0.2434, 0.8102, -0.4094], [0.8742, -0.7509, 0.1609], [2.0887, -1.0888, 0.1228], [3.3946, -0.1468, -0.3687], [-1.3775, 0.7085, 1.3603], [-1.8226, 1.6908, 0.0789], [0.1614, -1.4367, 0.6147], [2.8851, 1.0639, -0.8504]], "mulliken_charge": [-0.350, 0.254, -0.529, -0.113, 0.046, -0.341, -0.082, 0.336, 0.330, 0.371, 0.079]}


2:
{"formula": "C3H4N2S2", "method": "ωB97M-V/def2-TZVPD", "orbital_gap_ev": 9.6, "spin_multiplicity": 1, "elements": ["S", "S", "C", "C", "C", "N", "N", "H", "H", "H", "H"], "xyz": [[0.8487, -2.6347, 0.6044], [2.1303, -1.4326, -0.4256], [1.0284, 0.1044, -0.4034], [0.1444, 0.5004, -1.3229], [-0.4831, 1.6057, -0.6779], [0.0179, 1.7772, 0.5044], [0.9575, 0.8852, 0.6603], [1.0308, -2.7485, 1.9653], [-0.1296, 0.1903, -2.3333], [-1.4516, 2.0877, -1.0285], [1.4745, 0.7194, 1.5632]], "mulliken_charge": [-0.200, -0.089, -0.046, -0.204, -0.100, -0.789, 0.318, 0.152, 0.349, 0.330, 0.278]}


3:
{"formula": "C3H4N2S2", "method": "ωB97M-V/def2-TZVPD", "orbital_gap_ev": 6.1, "spin_multiplicity": 1, "elements": ["C", "C", "C", "H", "H", "H", "H", "N", "N", "S", "S"], "xyz": [[-0.5388, -0.0020, 0.2909], [-0.0092, 1.3169, -0.0512], [0.7361, -0.7757, -0.1089], [-3.4616, -1.1197, 1.1242], [-0.4951, -0.0573, 1.4503], [-0.7888, 2.0367, -0.1212], [2.7705, -0.0289, -0.6170], [1.1364, 1.4958, -0.5646], [1.6343, 0.2078, -0.4773], [-1.9815, -0.7278, -0.6621], [0.9976, -2.3459, -0.2631]], "mulliken_charge": [0.356, -0.310, -0.261, 0.110, 0.327, 0.435, 0.303, -0.530, 0.059, -0.149, -0.338]}


4:
{"formula": "C3H4N2S2", "method": "ωB97M-V/def2-TZVPD", "orbital_gap_ev": 9.1, "spin_multiplicity": 1, "elements": ["N", "C", "C", "C", "S", "N", "S", "H", "H", "H", "H"], "xyz": [[-1.7737, 1.8618, -0.7521], [-0.8332, 1.5468, -0.1467], [0.2246, 0.9924, 0.6815], [1.0110, -0.1486, 0.0130], [2.6215, -0.1322, -0.3028], [0.2946, -1.2218, -0.4115], [-1.2804, -1.6497, 0.0555], [0.8923, 1.8160, 1.0023], [-0.2846, 0.5617, 1.5783], [0.9033, -1.9979, -0.5324], [-1.7756, -1.6284, -1.1850]], "mulliken_charge": [-0.412, 0.387, -0.609, 0.315, -0.323, -0.267, -0.146, 0.332, 0.291, 0.264, 0.169]}


The energy of each structure relative to the most stable one, in hartree, is as follows: 1 0.0169; 2 0.0084; 3 0.1832; 4 0.0000.


1:
{"formula": "C3HO3", "method": "ωB97M-V/def2-TZVPD", "charge": -1, "orbital_gap_ev": 7.2, "spin_multiplicity": 1, "elements": ["O", "C", "C", "C", "O", "O", "H"], "xyz": [[-0.7238, 1.7856, -0.0537], [-0.1450, 0.7057, -0.0894], [1.3204, 0.4072, -0.1629], [2.6172, 0.0576, -0.0910], [3.5216, -0.7355, -0.0522], [2.4897, 1.4203, -0.1170], [-0.6993, -0.2625, -0.1094]], "mulliken_charge": [-0.618, -0.140, -0.059, 0.722, -0.670, -0.453, 0.217]}


2:
{"formula": "C3HO3", "method": "ωB97M-V/def2-TZVPD", "charge": -1, "orbital_gap_ev": 7.6, "spin_multiplicity": 1, "elements": ["C", "C", "C", "O", "O", "O", "H"], "xyz": [[-0.2953, 0.2998, 0.9269], [-1.3144, 0.5038, -0.0979], [1.2364, -0.3300, -0.0335], [1.4310, -1.3308, -0.6736], [-1.7285, 1.2857, -0.9674], [-1.3949, -0.6878, 0.4325], [2.0657, 0.2594, 0.4130]], "mulliken_charge": [-0.649, 0.846, 0.027, -0.490, -0.677, -0.321, 0.264]}


The energy of each structure relative to the most stable one, in hartree, is as follows: 1 0.0000; 2 0.0577.


1:
{"formula": "C5H8O3", "method": "ωB97M-V/def2-TZVPD", "orbital_gap_ev": 7.6, "spin_multiplicity": 1, "elements": ["C", "C", "C", "C", "C", "H", "H", "H", "H", "H", "H", "H", "H", "O", "O", "O"], "xyz": [[-1.1101, -0.1219, 0.5271], [-1.0174, 1.1805, -0.5140], [0.8773, 0.6852, 0.3485], [1.9795, -0.4294, 0.3503], [0.3808, -0.7909, 0.1635], [-2.3782, -1.0827, -0.6076], [-1.3438, 0.3143, 1.4039], [-1.4386, 2.0547, -0.1463], [-1.6915, 0.7898, -1.3109], [0.7893, 0.8974, 1.4404], [2.5593, -0.8376, -0.5669], [2.8375, -0.4252, 1.1919], [1.2164, -1.9858, -1.1064], [-2.4436, -0.6863, 0.2647], [0.4860, 1.5540, -0.4866], [0.2971, -1.1161, -0.9518]], "mulliken_charge": [-0.458, -0.392, 0.255, -0.777, 0.313, 0.349, 0.569, 0.356, 0.248, 0.237, 0.202, 0.212, 0.408, -0.572, -0.436, -0.516]}


2:
{"formula": "C5H8O3", "method": "ωB97M-V/def2-TZVPD", "orbital_gap_ev": 8.5, "spin_multiplicity": 1, "elements": ["C", "C", "C", "C", "C", "O", "O", "O", "H", "H", "H", "H", "H", "H", "H", "H"], "xyz": [[0.2891, -0.5292, -0.3609], [1.1745, 0.4206, -0.1637], [-1.6562, 0.3416, -0.2734], [2.6922, 0.1445, 0.0114], [-2.6174, -0.3195, 0.6130], [-1.7101, 1.4523, -0.7037], [0.3013, -1.8359, -0.6793], [1.0231, 1.7836, -0.1049], [2.8492, -0.5418, 0.7860], [2.9062, -0.3637, -0.9837], [3.2689, 1.0820, 0.0955], [-3.2218, -0.8292, -0.3236], [-3.1468, 0.4670, 1.2269], [-2.1172, -1.0998, 1.2800], [-0.2008, -2.3624, -0.0173], [0.1658, 2.1899, -0.4024]], "mulliken_charge": [-0.009, 0.550, 0.574, -1.071, -0.825, -0.542, -0.485, -0.527, 0.312, 0.253, 0.299, 0.245, 0.301, 0.228, 0.347, 0.352]}


3:
{"formula": "C5H8O3", "method": "ωB97M-V/def2-TZVPD", "orbital_gap_ev": 10.7, "spin_multiplicity": 1, "elements": ["C", "C", "C", "C", "C", "H", "H", "H", "H", "H", "H", "H", "H", "O", "O", "O"], "xyz": [[2.0563, -0.0020, -0.0668], [0.1448, -0.9150, 0.0405], [-1.3445, -1.1034, -0.0855], [-1.4696, 0.5328, -0.2633], [-0.0882, 1.0600, 0.4197], [2.7666, 0.0107, -0.9022], [2.5902, 0.3025, 0.8483], [0.2262, -0.3793, -0.8713], [-1.8201, -1.4258, 0.8587], [-1.6673, -1.5917, -0.9773], [-2.3209, 0.9486, 0.2543], [-1.5300, 0.8101, -1.2955], [-0.2214, 1.9633, 1.0142], [1.5009, -1.3421, 0.0967], [1.0938, 1.1813, -0.3336], [0.0832, -0.0500, 1.2630]], "mulliken_charge": [-0.208, -0.187, -0.554, -0.783, 0.149, 0.266, 0.268, 0.560, 0.306, 0.325, 0.378, 0.337, 0.483, -0.461, -0.426, -0.453]}


The energy of each structure relative to the most stable one, in hartree, is as follows: 1 0.2289; 2 0.0000; 3 0.0467.


1:
{"formula": "C5H8O3", "method": "ωB97M-V/def2-TZVPD", "orbital_gap_ev": [8.0, 8.0], "spin_multiplicity": 1, "elements": ["C", "C", "C", "C", "C", "O", "O", "O", "H", "H", "H", "H", "H", "H", "H", "H"], "xyz": [[-0.8091, 0.0888, -0.1504], [0.0923, -1.0681, 0.0810], [1.5395, 0.8112, -0.4108], [-1.4223, 0.8559, 0.9555], [1.2945, -0.1675, 0.5588], [-1.3299, 0.2460, -1.3483], [0.2261, -1.7734, -1.1517], [1.6276, -0.2179, 1.7438], [-0.9322, -0.4464, -1.9190], [1.1612, -1.9482, -1.3060], [-0.2153, -1.7264, 0.8947], [1.3093, 0.6267, -1.4510], [2.2314, 1.6165, -0.1963], [-2.3379, 0.3414, 1.2723], [-1.6916, 1.8564, 0.6211], [-0.7437, 0.9050, 1.8064]], "mulliken_charge": [0.295, 0.432, -0.792, -1.285, 0.370, -0.475, -0.607, -0.660, 0.410, 0.379, 0.312, 0.253, 0.350, 0.343, 0.361, 0.313]}


2:
{"formula": "C5H8O3", "method": "ωB97M-V/def2-TZVPD", "orbital_gap_ev": 9.8, "spin_multiplicity": 1, "elements": ["C", "C", "C", "C", "O", "C", "O", "O", "H", "H", "H", "H", "H", "H", "H", "H"], "xyz": [[-1.0192, 1.2472, 1.0652], [-0.5462, 0.1959, 0.1060], [-1.5621, -0.3556, -0.8337], [0.7409, -0.1857, 0.1316], [1.6274, 0.4152, 1.0231], [1.3609, -1.2314, -0.7373], [0.8497, -2.1813, -1.2619], [2.5643, -0.7010, -1.1861], [-2.1013, 1.2372, 1.1516], [-0.6033, 1.1022, 2.0514], [-0.7066, 2.2276, 0.7260], [-2.4145, -0.7555, -0.2902], [-1.9387, 0.4287, -1.4850], [-1.1862, -1.1743, -1.4374], [2.0346, -0.2576, 1.5750], [2.9004, -0.0118, -0.5984]], "mulliken_charge": [-1.283, 0.962, -1.424, 0.087, -0.633, 0.566, -0.537, -0.475, 0.379, 0.362, 0.286, 0.337, 0.309, 0.367, 0.332, 0.365]}


3:
{"formula": "C5H8O3", "method": "ωB97M-V/def2-TZVPD", "orbital_gap_ev": 9.7, "spin_multiplicity": 1, "elements": ["O", "C", "C", "O", "C", "C", "C", "O", "H", "H", "H", "H", "H", "H", "H", "H"], "xyz": [[0.1559, -1.2466, 1.6817], [0.1831, -0.4457, 0.7422], [1.1510, 0.1821, -0.2789], [2.2490, -0.7307, -0.8236], [0.1735, 0.4455, -1.4790], [-0.9506, 0.9684, -1.0705], [-1.3178, 0.0245, 0.1661], [-1.7460, 0.7269, 1.1905], [1.5764, 0.9684, 0.2233], [2.7534, -1.1741, -0.0877], [0.1262, -0.5133, -1.9204], [0.6870, 1.0948, -2.3721], [-1.6475, 0.7704, -2.1075], [-0.9287, 2.0486, -0.5038], [-1.9010, -0.7368, -0.4145], [-1.3723, 0.4959, 2.3145]], "mulliken_charge": [-0.572, 0.186, -0.040, -0.549, -0.745, -0.444, 0.331, -0.629, 0.367, 0.322, 0.350, 0.288, 0.202, 0.262, 0.267, 0.404]}


The energy of each structure relative to the most stable one, in hartree, is as follows: 1 0.0765; 2 0.0000; 3 0.1790.